70
Properties=species:S:1:pos:R:3:forces:R:3:mulliken_charge:R:1 method="wB97M-V/def2-TZVPD" orbital_gap_ev="5.2 / 5.0" e_homo_ev="-19.20 / -19.11" charge=+4
Pb 0.194381 -0.410255 0.798685 -0.3 0.0 1.3 1.132
P 0.531380 -2.794495 -0.556987 0.5 -1.4 -0.8 0.414
P 2.747763 0.024979 1.735341 2.2 0.1 1.3 0.604
P -2.373871 0.508724 0.111808 -2.2 0.8 -0.9 0.666
H 2.088858 4.198148 0.251378 -0.2 0.2 0.1 0.331
C 1.033325 4.376677 0.464247 -0.2 -0.5 0.5 -0.579
C 0.569920 4.490853 1.715318 0.2 0.5 -0.4 -0.556
H 1.237605 4.535138 2.579794 -0.2 -0.2 -0.3 0.308
C 1.268884 -2.356078 -2.162691 -0.3 0.8 -0.2 -0.664
C 1.749082 -3.937358 0.138333 -0.1 0.3 0.7 -1.102
C -0.953591 -3.774233 -0.975850 -0.4 0.4 0.4 -1.059
C 3.185156 1.574844 2.582859 -0.7 0.4 0.0 -1.077
C 3.345349 -1.209205 2.944825 -0.6 -0.3 0.0 -1.150
C 4.042468 -0.068864 0.463459 -0.5 0.0 -0.7 -1.226
C -2.824654 2.226495 0.515826 0.6 0.1 0.7 -1.165
C -3.904760 -0.441734 0.407106 0.3 -0.5 0.6 -1.311
C -2.414886 0.626164 -1.699072 0.7 -0.2 -0.1 -1.464
H 0.370252 4.433202 -0.398347 0.1 0.1 0.2 0.303
H -0.474595 4.741263 1.918560 0.3 -0.2 -0.1 0.299
H 1.472579 -3.234113 -2.798338 0.0 0.2 0.4 0.472
H 2.180259 -1.737762 -2.053627 -0.4 -0.4 0.0 0.498
H 0.474763 -1.756927 -2.630415 0.4 -0.5 0.1 -0.192
H 1.878886 -4.818684 -0.507792 -0.1 0.3 0.2 0.463
H 1.384275 -4.237867 1.131540 0.3 -0.2 -0.2 0.398
H 2.706778 -3.402258 0.249998 -0.3 -0.3 0.0 0.320
H -0.744022 -4.601828 -1.671902 0.1 0.3 0.3 0.434
H -1.710749 -3.104127 -1.417488 0.2 -0.3 0.1 0.294
H -1.360558 -4.179069 -0.034992 0.1 0.0 -0.4 0.408
H 4.278072 1.661146 2.483075 -0.3 0.0 0.1 0.456
H 2.911315 1.498168 3.646933 0.1 0.1 -0.4 0.432
H 2.690096 2.446131 2.126649 0.3 -0.2 0.2 0.140
H 4.444858 -1.108864 2.961849 -0.4 -0.1 0.0 0.450
H 3.062082 -2.229261 2.644731 0.2 0.3 0.2 0.314
H 2.929936 -0.979196 3.938756 0.1 -0.2 -0.4 0.378
H 4.995194 0.006753 1.008410 -0.2 0.0 -0.3 0.510
H 3.941907 0.770310 -0.239996 0.2 -0.3 0.1 0.385
H 3.990408 -1.020502 -0.082393 0.2 0.2 0.1 0.335
H -3.591734 2.572292 -0.191218 0.2 -0.2 0.2 0.453
H -1.940325 2.878294 0.448549 -0.3 -0.1 0.1 0.249
H -3.220344 2.257938 1.538246 0.1 0.2 -0.2 0.451
H -4.729379 0.006851 -0.172679 0.4 -0.1 0.2 0.440
H -4.140677 -0.419511 1.480002 -0.1 -0.1 -0.3 0.438
H -3.751975 -1.482850 0.083883 -0.2 0.3 0.1 0.385
H -3.421770 0.929116 -2.022387 0.2 -0.1 0.3 0.531
H -2.142828 -0.316941 -2.184894 -0.2 0.2 0.1 0.488
H -1.682274 1.385679 -1.997141 -0.2 -0.2 0.2 0.301
C -0.680210 0.659344 -4.691308 1.4 -1.5 0.8 1.000
C -0.037446 0.335777 -5.908031 0.1 1.2 -1.1 -0.643
C -0.028185 1.318424 -6.898595 0.5 -1.9 0.2 -0.453
C -0.583176 2.596894 -6.646739 0.2 0.4 -0.5 -0.379
C -1.351366 2.818345 -5.494533 -0.8 -0.9 1.5 -0.589
C -1.499534 1.780092 -4.563428 -0.9 2.1 -0.7 -0.150
O -0.364221 -0.103410 -3.589274 0.7 0.7 -1.8 -0.306
H 0.508267 -0.551173 -3.795772 -1.4 0.5 0.0 0.299
H 0.423648 -0.653458 -5.985748 0.0 0.4 -0.4 0.471
H 0.412566 1.086625 -7.873957 0.0 0.2 0.4 0.440
H -0.445832 3.406923 -7.372567 -0.1 -0.4 0.2 0.461
H -1.851721 3.778183 -5.324743 0.1 -0.5 -0.2 0.447
H -2.225356 1.842164 -3.760402 0.4 0.3 -0.2 0.395
C -0.448076 -0.207584 6.230666 0.5 0.5 0.9 -0.784
N -1.205756 -1.165212 5.467393 -0.1 -0.4 -1.3 -0.222
C -1.124296 -1.416829 4.145323 -1.1 -0.7 1.2 0.599
N -1.995391 -2.375839 3.727297 0.2 0.2 -0.5 -0.380
O -0.332454 -0.872703 3.335848 0.8 0.8 -1.3 -0.560
H 0.102441 0.480357 5.579604 -0.2 -0.3 0.1 0.256
H 0.253319 -0.720378 6.908168 -0.1 0.2 -0.3 0.319
H -1.127737 0.371905 6.873804 0.2 -0.1 -0.4 0.318
H -1.858101 -1.764000 5.968200 0.3 0.4 0.0 0.205
H -2.160943 -2.465939 2.735960 0.0 -0.1 0.4 0.100
H -2.703301 -2.705661 4.360912 -0.2 -0.2 -0.2 0.220

72
Properties=species:S:1:pos:R:3:forces:R:3:mulliken_spin:R:1 method="wB97M-V/def2-TZVPD" orbital_gap_ev="6.7 / 3.1" e_homo_ev="-10.03 / -10.03" spin_multiplicity=2 charge=+1
C -7.090533 -0.329064 -0.175731 0.9 0.9 0.6 0.000
O -6.761701 -1.443149 -0.944052 -0.2 -0.9 -1.3 0.000
H -8.128142 0.003402 -0.206550 -0.1 -0.7 0.1 0.000
H -6.694284 -0.607005 0.800918 -0.8 0.9 0.7 0.000
H -6.504898 0.505575 -0.561096 0.0 0.5 0.3 0.000
H -5.808883 -1.447256 -0.826914 0.1 -0.6 -0.5 0.000
C -3.979818 2.343870 -4.648511 0.7 0.7 0.1 0.000
O -5.207211 2.812896 -5.245891 0.2 -0.5 0.5 0.000
H -4.056291 1.926584 -3.644460 -0.9 -0.1 -0.1 0.000
H -3.473483 1.610850 -5.276527 -0.1 0.0 -0.1 0.000
H -3.339005 3.214176 -4.506959 0.3 -0.1 -0.1 0.000
H -4.906395 3.487954 -5.858597 -0.3 0.1 -0.2 0.000
C -3.865028 -2.298100 -4.232033 -0.4 -1.4 -0.1 -0.001
O -3.867595 -1.068019 -3.561727 0.6 0.2 -0.1 0.000
H -4.348341 -3.066533 -3.628701 -0.2 -0.1 0.1 0.000
H -4.373799 -2.277009 -5.195784 0.0 0.4 -0.2 0.001
H -2.845087 -2.647240 -4.393030 0.0 -0.1 -0.2 0.000
H -2.916983 -0.965034 -3.476068 -0.1 1.0 0.5 0.000
C -7.276815 0.589999 -4.027887 0.6 -2.5 2.9 0.001
O -7.625190 0.947417 -5.312616 -0.3 0.6 0.0 0.001
H -7.400068 -0.472350 -3.817335 0.1 -0.6 -0.8 0.000
H -6.248931 0.742292 -3.698706 0.3 0.6 -0.5 0.000
H -7.891162 0.899601 -3.182412 -0.5 1.1 -0.3 0.000
H -7.637536 1.897915 -5.178462 -0.1 0.6 -1.1 0.001
C -9.912936 3.163994 -4.006462 0.7 0.4 0.1 0.000
O -8.980650 4.191263 -3.609010 -0.3 -0.6 -0.5 0.000
H -10.946056 3.510929 -4.026402 0.0 0.0 0.1 0.000
H -9.629531 2.864124 -5.015352 -0.1 0.2 -0.1 0.000
H -9.809620 2.276143 -3.382658 -0.2 0.0 0.2 0.000
H -9.162403 4.472460 -2.709300 -0.1 0.0 0.1 0.000
C -5.447440 0.399640 -8.001655 1.3 0.6 -0.2 0.001
O -4.991232 -0.008275 -6.683419 -0.9 -0.9 -1.2 -0.001
H -5.010054 -0.223253 -8.781913 0.1 -0.7 0.5 0.000
H -6.510173 0.460460 -8.236166 -0.3 -0.1 0.8 0.000
H -4.987587 1.354031 -8.258095 -0.3 0.4 0.3 0.000
H -5.335437 0.574376 -6.002505 -0.2 0.6 -0.2 0.000
C -8.931048 3.762539 -8.098224 0.3 0.4 -1.6 0.000
O -8.422301 3.589738 -9.438110 0.6 -0.8 0.2 0.000
H -8.323565 4.561111 -7.672380 -0.7 0.2 0.6 0.000
H -9.977636 3.970765 -8.320494 -0.2 0.3 1.3 0.000
H -8.801502 2.867851 -7.489246 0.0 -0.2 -0.3 0.000
H -8.231844 4.467842 -9.776124 0.0 0.0 -0.1 0.000
N -6.081863 4.125747 -2.271134 2.0 1.7 0.6 0.000
C -5.194477 5.106551 -1.827103 -0.8 0.4 -0.2 0.000
C -5.105859 5.012434 -0.457487 0.8 0.4 -0.4 0.000
C -5.800645 3.866562 -0.089330 -0.2 -0.4 1.7 0.000
C -6.406682 3.377174 -1.176294 -1.5 -1.6 -2.3 0.000
H -6.275346 4.052483 -3.259722 -0.4 -0.6 0.4 0.000
H -4.814071 5.831864 -2.531097 0.0 0.0 0.2 0.000
H -4.644784 5.627223 0.301351 0.4 0.2 -0.6 0.000
H -5.808979 3.469252 0.914900 -0.3 0.0 -0.1 0.000
H -7.055708 2.541569 -1.392925 0.0 -0.1 0.6 0.000
N -7.454350 -1.984805 -6.455296 0.1 -2.1 -1.3 -0.039
C -7.006651 -3.244409 -6.797145 -3.5 0.7 0.8 0.374
C -8.204717 -3.938740 -7.387373 1.1 1.2 -0.4 0.196
C -9.186770 -2.976471 -7.603197 0.6 0.1 1.3 0.008
C -8.754725 -1.812746 -6.930639 2.3 0.6 0.4 0.312
H -6.796692 -1.296836 -6.117234 0.0 0.8 0.1 0.007
H -6.086445 -3.644682 -6.397911 0.1 0.1 -0.4 0.029
H -8.168712 -4.987697 -7.641908 -0.2 0.1 -0.2 0.005
H -10.182760 -2.897826 -8.013356 0.1 -1.0 -0.2 0.003
H -9.177481 -0.830765 -6.777687 -0.4 -0.1 -0.1 0.081
N -10.225976 -2.697562 -4.010900 0.9 0.5 -1.7 0.013
C -11.346064 -3.404208 -4.260346 -2.3 0.6 1.0 0.002
C -12.441709 -2.586051 -3.872997 1.0 -1.7 0.6 0.012
C -11.905952 -1.385804 -3.393748 1.4 0.8 -1.0 -0.008
C -10.535181 -1.389261 -3.703777 -1.0 -0.4 1.5 0.010
H -9.316245 -3.078038 -4.229368 0.0 0.4 0.1 -0.003
H -11.350771 -4.440594 -4.564102 0.2 0.1 0.1 0.000
H -13.438664 -2.945988 -3.665808 0.0 0.0 -0.4 0.000
H -12.391089 -0.584880 -2.855640 -0.2 0.0 -0.4 0.000
H -9.815028 -0.589906 -3.609921 0.2 -0.4 0.2 -0.002

77
Properties=species:S:1:pos:R:3:forces:R:3:mulliken_charge:R:1 method="wB97M-V/def2-TZVPD" orbital_gap_ev=7.0 e_homo_ev=-4.82 charge=-1
O 1.150788 -0.363098 0.696272 0.2 0.3 0.0 -0.663
C -0.226716 -0.368591 0.886397 -1.5 -1.8 -0.1 0.847
O -0.893127 -0.791619 -0.085180 0.6 0.7 0.2 -0.656
O -0.620574 -0.121719 2.052575 0.8 0.9 -0.2 -0.659
H 1.245140 -0.672650 -0.225631 0.3 0.1 0.2 0.243
C 2.853243 2.072371 1.682110 1.3 0.5 0.1 -1.169
C 2.670288 1.765578 3.155417 -0.3 0.0 0.2 0.811
O 3.297981 2.411759 3.996292 0.0 -0.1 0.0 -0.758
N 1.793902 0.796961 3.468649 0.2 -0.2 0.0 0.221
C 1.469247 0.416756 4.836002 0.0 0.2 -0.7 -1.033
H 3.338769 3.052519 1.674691 -0.4 0.1 -0.1 0.427
H 2.003099 2.032637 1.013870 -0.3 -0.2 0.2 0.110
H 3.649589 1.430710 1.290383 -0.3 -0.3 0.0 0.452
H 1.304085 0.302030 2.724555 -0.2 0.2 0.0 0.054
H 0.427140 0.672710 5.036427 0.0 0.0 0.2 0.275
H 2.133242 0.955146 5.505265 0.0 -0.1 0.1 0.398
H 1.585628 -0.661842 4.939166 0.0 0.0 0.2 0.306
C -2.881818 4.164519 3.929518 1.0 0.3 0.0 -1.236
C -2.353542 2.810371 3.490628 -0.2 -0.5 0.4 0.757
O -3.161653 1.936407 3.228604 0.1 0.0 -0.1 -0.620
N -1.008582 2.600584 3.484339 0.1 0.3 -0.6 0.108
C -0.010307 3.640669 3.718371 -0.5 -0.5 0.9 -0.955
H -3.792859 3.996981 4.487684 -0.2 0.1 -0.2 0.333
H -3.024359 4.778695 3.038487 -0.4 0.0 0.0 0.262
H -2.168936 4.718242 4.547853 -0.2 -0.1 0.1 0.381
H -0.696546 1.710478 3.082400 -0.3 0.1 0.0 0.141
H -0.433635 4.629396 3.567420 0.1 0.0 -0.3 0.464
H 0.874951 3.505492 3.111146 0.0 0.0 -0.2 0.079
H 0.294656 3.580735 4.771953 0.3 0.2 -0.1 0.299
C -2.222766 -0.187782 -3.526835 0.6 -0.1 -0.5 -0.244
C -3.474089 -0.847660 -2.992199 0.6 0.1 -0.1 0.455
O -3.741167 -0.860507 -1.818357 -0.4 -0.1 0.1 -0.560
N -4.274949 -1.417242 -3.949443 -0.3 -0.3 0.0 -0.208
C -5.552705 -2.018638 -3.627205 0.2 0.0 0.0 -0.900
H -2.360470 0.894580 -3.531472 0.0 0.0 0.0 0.240
H -1.943588 -0.529806 -4.531589 -0.4 0.2 -0.1 0.305
H -1.336256 -0.394659 -2.928778 -0.4 -0.1 0.5 -0.207
H -4.069546 -1.306211 -4.924396 0.3 0.1 0.0 0.226
H -5.636300 -2.983179 -4.131154 -0.2 0.1 -0.1 0.303
H -6.367293 -1.348631 -3.908067 -0.2 -0.2 0.0 0.281
H -5.600281 -2.214563 -2.559732 0.1 0.2 0.1 0.318
C -0.372068 -2.735337 3.468892 0.1 -0.5 0.7 -0.936
C -0.857115 -3.695282 2.412285 0.7 0.5 0.0 0.600
O -1.854405 -3.517851 1.757861 -0.5 -0.2 0.0 -0.601
N -0.043850 -4.777799 2.149016 -0.2 -0.3 -0.3 -0.166
C -0.380439 -5.584552 1.001369 0.5 -0.5 -0.4 -0.796
H -0.604046 -3.141230 4.461627 -0.2 0.1 -0.1 0.489
H -0.834223 -1.762806 3.323507 0.0 0.0 -0.1 0.053
H 0.717447 -2.641809 3.464614 0.0 0.1 -0.3 0.338
H 0.813184 -4.960485 2.633519 0.0 0.3 0.1 0.234
H -0.423205 -4.984821 0.091316 -0.5 0.2 0.1 0.179
H -1.312297 -6.131590 1.141811 -0.1 0.2 -0.1 0.263
H 0.398248 -6.320058 0.771502 0.1 0.0 0.5 0.345
C 1.611530 -3.495249 -1.351103 0.4 0.2 -0.1 -0.801
C 2.182339 -2.319378 -2.112052 0.0 -0.2 0.2 0.604
O 2.072936 -1.175774 -1.714229 0.2 0.2 -0.4 -0.800
N 2.877257 -2.625106 -3.240948 -0.3 0.1 0.1 -0.229
C 3.443243 -1.615489 -4.112542 0.4 -0.2 0.2 -0.754
H 2.368163 -3.774947 -0.612910 -0.1 -0.1 0.1 0.272
H 1.438352 -4.339894 -2.017060 -0.2 -0.1 0.1 0.498
H 0.710233 -3.178838 -0.828433 -0.1 0.0 -0.1 -0.039
H 2.958468 -3.597393 -3.474234 0.0 0.0 -0.2 0.199
H 3.234484 -1.875566 -5.148772 0.1 0.1 -0.1 0.334
H 4.522382 -1.534096 -3.951149 0.0 0.0 -0.2 0.284
H 3.022011 -0.641234 -3.885796 -0.2 -0.1 0.1 0.161
C 1.375219 4.788015 -4.279689 0.4 0.1 0.7 -1.173
C 0.622562 3.864295 -3.332149 0.2 -0.4 -0.3 0.704
O -0.466797 4.158200 -2.889583 -0.3 0.0 0.0 -0.622
N 1.261390 2.691014 -3.067075 -0.4 0.5 -0.2 -0.069
C 0.691870 1.587429 -2.322217 0.1 -0.3 0.9 -0.112
H 2.360772 4.982124 -3.838655 -0.1 0.1 -0.1 0.334
H 0.820961 5.719650 -4.322018 0.0 0.0 -0.2 0.316
H 1.557079 4.369953 -5.266797 -0.3 -0.1 0.0 0.286
H 2.231678 2.654369 -3.322539 0.0 -0.2 0.0 0.236
H 1.126976 1.500958 -1.322471 0.3 -0.1 -0.2 -0.169
H 0.856711 0.652105 -2.849157 0.0 0.0 0.0 0.047
H -0.366703 1.670550 -2.092142 -0.1 0.5 -0.5 0.260

Molecular weight for every record listed, in sequence, given in g mol⁻¹: 631.69; 425.57; 499.59.